# 1
A structure of composition C28H54Cl2InN11O2SSe3Te at a distorted geometry. Source: the Open Molecules 2025 dataset; level of theory: ωB97M-V/def2-TZVPD.

Structure (XYZ):
```
103
Properties=species:S:1:pos:R:3
In 0.17645 0.03565 0.32025
C -2.73302 -3.24055 -1.42155
N -1.82221 -3.03861 -2.53541
C -2.24333 -3.62775 -3.79024
C -0.77115 -2.14111 -2.47128
N 0.04895 -2.05259 -1.47872
C 0.03091 -3.11000 -0.48003
C 1.42813 -3.21366 0.09854
N 1.73298 -2.06009 0.96079
C 1.54218 -2.34293 2.39736
C 0.22241 -2.99600 2.78091
N -0.93366 -2.14715 2.56694
C -1.68796 -1.87598 3.57468
N -2.95187 -1.36522 3.40542
C -3.50239 -1.23059 2.06881
C -3.47927 -0.37977 4.33776
N -1.31525 -2.13566 4.90501
C -0.22990 -1.36505 5.47826
C -2.24862 -2.71186 5.84883
C 3.09222 -1.55621 0.72285
C 3.18643 -0.75274 -0.57038
N 2.70837 0.59185 -0.29016
C 3.35857 1.61510 -0.73441
N 3.20015 2.85662 -0.17198
C 3.17825 4.04653 -1.01190
C 2.41246 2.97312 1.04570
N 4.33280 1.52577 -1.71861
C 5.54439 2.31731 -1.67614
C 4.03402 0.87634 -2.97722
N -0.56932 -1.41183 -3.62073
C 0.75010 -0.89886 -3.93890
C -1.68150 -0.66645 -4.18778
H -3.74594 -2.95488 -1.71571
H -2.45082 -2.60953 -0.58893
H -2.74824 -4.28932 -1.10621
H -2.44864 -4.69005 -3.63262
H -1.45575 -3.53204 -4.53259
H -3.15736 -3.16735 -4.18677
H -0.27150 -4.07190 -0.90976
H -0.65772 -2.86891 0.33659
H 2.13972 -3.23177 -0.72677
H 1.54868 -4.15308 0.65029
H 1.62218 -1.38881 2.92476
H 2.36027 -2.99007 2.75471
H 0.32375 -3.31640 3.82025
H 0.08004 -3.90908 2.19261
H -3.07823 -1.98504 1.41564
H -3.27363 -0.24558 1.65057
H -4.58790 -1.34528 2.11364
H -4.51182 -0.62346 4.60202
H -3.46258 0.61423 3.88357
H -2.88320 -0.33480 5.24250
H 0.42387 -0.99979 4.69039
H 0.35670 -1.98582 6.16346
H -0.59412 -0.49182 6.03531
H -3.04037 -3.23277 5.31382
H -2.71029 -1.97496 6.51829
H -1.72093 -3.43644 6.47537
H 3.81860 -2.38321 0.72427
H 3.34839 -0.88933 1.54782
H 2.54582 -1.22088 -1.32595
H 4.21714 -0.76616 -0.93454
H 3.54706 3.82169 -2.00861
H 3.79547 4.83495 -0.57150
H 2.15789 4.42016 -1.11225
H 2.63019 2.14599 1.71630
H 1.33635 2.97264 0.83836
H 2.67403 3.90832 1.53937
H 5.66950 2.74879 -0.68587
H 5.54417 3.12758 -2.41633
H 6.40644 1.67706 -1.88725
H 3.04629 0.42376 -2.93381
H 4.76997 0.10078 -3.21312
H 4.03553 1.60618 -3.79543
H 1.49864 -1.48474 -3.40951
H 0.86005 0.15172 -3.66492
H 0.91805 -0.99264 -5.01614
H -2.61592 -0.99428 -3.73585
H -1.74062 -0.81099 -5.27001
H -1.55678 0.40259 -3.98642
Se 3.72208 0.46596 4.33899
Se 2.22300 1.52794 5.61209
Te 0.73302 2.88871 4.02784
Se -0.68343 1.28717 2.86731
Cl -5.10324 -0.19653 -1.20751
C -3.91437 1.07345 -1.59682
Cl -4.68672 2.66544 -1.52496
C -2.65128 0.95099 -0.69207
O -2.26261 1.95670 -0.08117
O -2.12291 -0.19336 -0.72928
H -3.61461 0.91598 -2.62514
S 0.38648 2.16386 -2.07876
C -0.52469 3.58651 -2.14131
N -1.56414 3.77242 -1.28284
C -2.33550 4.88144 -1.24877
C -2.09921 5.92113 -2.09002
C -1.03753 5.79116 -3.00944
C -0.27127 4.65899 -3.03734
H -1.82636 2.95836 -0.70307
H -3.13676 4.87480 -0.52395
H -2.71945 6.80478 -2.05882
H -0.83127 6.60020 -3.70089
H 0.54804 4.54098 -3.73380
```

ΔE to the lowest compared entry with this formula, charge and spin   214.2 kJ/mol
DFT total energy   -10833.13063 hartree
LUMO level (spin up / spin down)   -0.064 / -0.064 Ha
HOMO-LUMO gap (spin up / spin down)   3.86 / 3.85 eV
2S+1   1

***

# 2
A structure of composition C24H43N2OP2Pm at a distorted geometry. Source: the Open Molecules 2025 dataset; level of theory: ωB97M-V/def2-TZVPD.

Structure (XYZ):
```
73
Properties=species:S:1:pos:R:3
Pm -0.01910 0.11041 -0.06111
P -0.16155 -1.87848 -2.07089
P 0.05507 2.88632 0.05837
N 1.17670 0.89990 -2.15998
C 1.43243 -1.49695 -2.90880
H 2.12631 -2.32293 -2.69356
H 1.24184 -1.52546 -3.99467
C 2.13276 -0.16375 -2.54199
H 2.82092 -0.27257 -1.68377
H 2.72892 0.17779 -3.40530
C 1.73455 2.30207 -2.18261
H 1.16217 2.88475 -2.92642
H 2.76385 2.22588 -2.56034
C 1.70014 2.99165 -0.80091
H 1.94095 4.05377 -0.94460
H 2.48747 2.57131 -0.15020
C 0.17477 3.36131 1.84519
C 0.45113 2.09890 2.68912
H 1.43468 1.65559 2.48318
H -0.32333 1.31893 2.55505
H 0.43129 2.35198 3.75664
C -0.99707 4.04967 -0.84267
C -2.47799 3.79233 -0.49860
H -3.07873 3.95167 -1.40317
H -2.81901 4.48971 0.27637
H -2.68013 2.76381 -0.16316
C -1.47684 -2.29345 -3.27762
C -2.75289 -2.83072 -2.60267
H -3.58057 -2.77128 -3.32381
H -3.05771 -2.24775 -1.72377
H -2.64719 -3.88743 -2.32259
C 0.13128 -3.34666 -0.94293
C -0.96096 -3.46371 0.13727
H -0.57793 -4.07579 0.96721
H -1.85680 -3.95691 -0.26033
H -1.29575 -2.50839 0.57724
C -2.32969 -0.05954 0.66821
C -0.57138 5.51777 -0.68458
H 0.25662 5.68518 0.01707
H -0.26144 5.91609 -1.66127
H -1.42692 6.12380 -0.35852
C -1.03882 -3.15798 -4.47469
H -1.84322 -3.85263 -4.75056
H -0.86530 -2.53514 -5.36259
H -0.13036 -3.74596 -4.29315
C 0.33259 -4.68018 -1.66028
H 0.52547 -5.46749 -0.91550
H -0.55235 -4.99310 -2.22748
H 1.19431 -4.66552 -2.33628
C -1.00806 4.13206 2.44594
H -1.95266 3.57824 2.35649
H -0.81064 4.27211 3.51930
H -1.14132 5.13259 2.01955
H 1.06936 4.00562 1.84944
H 1.07962 -3.09070 -0.43815
H -0.84232 3.75740 -1.89600
H -1.71924 -1.28449 -3.65737
O -3.47731 -0.04116 0.81834
H 0.35465 0.87682 -2.78505
H -1.51713 0.70784 -1.41782
N 1.74269 -1.03171 0.96089
C 1.54501 -1.28466 2.10472
C 1.49258 -1.61676 3.45704
C 0.27355 -2.01138 4.05453
C 0.26275 -2.33192 5.40795
C 1.43701 -2.25137 6.16672
C 2.63331 -1.83256 5.57001
C 2.67143 -1.51876 4.21336
H -0.62686 -2.05139 3.43006
H -0.67665 -2.64544 5.86646
H 1.41824 -2.50845 7.22606
H 3.54903 -1.74614 6.15476
H 3.58977 -1.19664 3.71317
```

Total charge   +2
DFT total energy   -2415.56312 hartree
LUMO level (spin up / spin down)   -0.237 / -0.233 Ha
HOMO-LUMO gap (spin up / spin down)   7.45 / 7.60 eV
2S+1   5

***

# 3
A cluster of 2 separate species, C2H2Cl2FNS in total at a distorted geometry. Source: the Open Molecules 2025 dataset; level of theory: ωB97M-V/def2-TZVPD.

Structure (XYZ):
```
9
Properties=species:S:1:pos:R:3
C -0.61164 0.06798 0.00869
C 0.74900 0.28245 -0.84180
H 0.37721 -1.25465 1.82666
H -1.46034 -0.33266 1.69980
N -0.55455 -0.22654 1.27642
F 0.35649 0.27581 -2.18082
S -2.04738 0.29346 -0.95513
Cl 1.83123 -1.04606 -0.64253
Cl 1.35999 1.94021 -0.19129
```

ΔE to the lowest compared entry with this formula, charge and spin   270.4 kJ/mol
DFT total energy   -1550.48932 hartree
LUMO level   -0.049 Ha
HOMO-LUMO gap   7.41 eV
2S+1   1

***

# 4
A cluster of 7 separate species, C32H59BF3O15 in total at a distorted geometry. Source: the Open Molecules 2025 dataset; level of theory: ωB97M-V/def2-TZVPD.

Structure (XYZ):
```
110
Properties=species:S:1:pos:R:3
O -0.54903 0.38958 -0.14921
C -0.20560 0.18829 -1.42400
C 0.48899 1.27308 -2.43769
B -0.23735 2.74797 -2.48664
O 0.30138 3.84113 -1.60212
C -0.84553 4.69518 -1.14533
C -2.00765 3.53358 -1.24066
C -3.55460 3.88358 -0.82696
C -4.66352 3.12046 -1.76858
C -4.81324 1.51114 -1.49653
F -5.62927 1.05662 -0.30935
C -4.25161 0.41503 -2.34445
F -3.47448 0.62969 -3.60979
F -4.49297 -1.02391 -1.98120
O -1.74176 2.80929 -2.51716
H -0.37790 -0.91218 -1.84725
H 1.62490 1.33956 -2.14516
H 0.46397 0.80236 -3.53042
H 0.04936 3.13707 -3.58337
H -1.09359 5.65112 -1.81341
H -0.46694 5.01052 -0.06186
H -1.62069 2.75329 -0.42450
H -3.71372 5.05821 -0.88669
H -3.72418 3.49087 0.28249
H -5.72137 3.60462 -1.55004
H -4.30916 3.24962 -2.88246
O -1.25119 8.05268 -3.31751
C -0.31271 8.75238 -2.93741
O 0.92708 8.22495 -2.81791
C 2.12167 8.99688 -2.59716
C 2.34869 9.23077 -1.11690
C -0.53856 10.16994 -2.50783
H 2.10400 9.92726 -3.17150
H 2.95008 8.40370 -2.99693
H 1.53927 9.81748 -0.67380
H 3.29080 9.76031 -0.95045
H 2.38039 8.27749 -0.57859
H -0.78525 10.18966 -1.44239
H -1.38051 10.57563 -3.07595
H 0.30710 10.82552 -2.70846
O 3.24075 -2.91831 -2.01761
C 2.30851 -3.72158 -1.99570
O 1.03275 -3.28383 -1.89397
C -0.12901 -4.11311 -2.07904
C -0.52113 -4.79208 -0.78186
C 2.56849 -5.19715 -1.98317
H 0.01757 -4.82354 -2.89732
H -0.93764 -3.44519 -2.39203
H 0.26296 -5.46746 -0.42860
H -1.44138 -5.36830 -0.91134
H -0.67862 -4.04918 0.00733
H 2.68309 -5.53506 -0.94920
H 3.49772 -5.39125 -2.52639
H 1.79680 -5.77933 -2.48390
O -7.51415 6.27859 0.36094
C -8.48941 5.67001 -0.07869
O -8.36587 4.38607 -0.48586
C -9.47321 3.52387 -0.80533
C -9.88216 3.68368 -2.25607
C -9.80542 6.36225 -0.26298
H -10.30696 3.67731 -0.11461
H -9.12307 2.49967 -0.64296
H -10.23526 4.69731 -2.46491
H -10.67945 2.98028 -2.51145
H -9.02789 3.50326 -2.91729
H -9.83642 6.82113 -1.25539
H -9.89540 7.14583 0.49473
H -10.66446 5.70762 -0.12626
O 6.68266 3.21511 0.89588
C 5.75043 2.41184 0.91779
O 4.47467 2.84959 1.01952
C 3.31290 2.02031 0.83444
C 2.92079 1.34134 2.13162
C 6.01041 0.93627 0.93031
H 3.45949 1.30988 0.01616
H 2.50428 2.68823 0.52145
H 3.70487 0.66596 2.48489
H 2.00053 0.76512 2.00214
H 2.76330 2.08424 2.92082
H 6.12501 0.59836 1.96428
H 6.93963 0.74217 0.38710
H 5.23871 0.35409 0.42958
O 1.59072 -6.53182 1.57012
C 2.52920 -5.83213 1.95022
O 3.76900 -6.35956 2.06972
C 4.96359 -5.58763 2.29047
C 5.19061 -5.35373 3.77073
C 2.30335 -4.41456 2.37980
H 4.94591 -4.65725 1.71613
H 5.79200 -6.18081 1.89070
H 4.38118 -4.76703 4.21383
H 6.13271 -4.82420 3.93718
H 5.22231 -6.30702 4.30904
H 2.05666 -4.39485 3.44524
H 1.46140 -4.00888 1.81168
H 3.14902 -3.75899 2.17917
O 5.22777 -8.89661 5.30024
C 4.25250 -9.50520 4.86061
O 4.37604 -10.78913 4.45344
C 3.26870 -11.65133 4.13397
C 2.85975 -11.49152 2.68323
C 2.93649 -8.81296 4.67632
H 2.43495 -11.49790 4.82469
H 3.61884 -12.67553 4.29634
H 2.50665 -10.47790 2.47439
H 2.06246 -12.19492 2.42785
H 3.71402 -11.67194 2.02201
H 2.90549 -8.35407 3.68391
H 2.84652 -8.02938 5.43403
H 2.07746 -9.46759 4.81304
```

Total charge   -1
DFT total energy   -2707.59319 hartree
LUMO level   0.068 Ha
HOMO-LUMO gap   5.54 eV
2S+1   1

***

# 5
An isolated molecule of C4H8BrOP at a distorted geometry. Source: the Open Molecules 2025 dataset; level of theory: ωB97M-V/def2-TZVPD.

Structure (XYZ):
```
15
Properties=species:S:1:pos:R:3
C -1.33087 1.88079 -0.54101
C -1.01480 0.71869 0.06043
C 1.20375 -1.74605 -0.72866
C 0.39244 0.55828 0.60972
O 0.40747 -0.26934 1.71916
P 1.50681 0.06063 -0.83892
Br 3.42258 0.16100 0.39035
H -2.21765 1.86237 -1.02487
H -0.75034 2.68922 -0.53505
H -1.37136 -0.28236 0.15589
H 1.18921 -2.13383 0.23649
H 2.05022 -2.31478 -1.37499
H 0.26205 -1.95504 -1.04975
H 0.77321 1.66508 1.08653
H -0.27501 -0.31450 2.36841
```

ΔE to the lowest compared entry with this formula, charge and spin   265.1 kJ/mol
DFT total energy   -3147.58900 hartree
LUMO level (spin up / spin down)   0.026 / -0.119 Ha
HOMO-LUMO gap (spin up / spin down)   5.90 / 6.25 eV
2S+1   3

***

# 6
A cluster of 10 separate species, C33H60O16 in total at a distorted geometry. Source: the Open Molecules 2025 dataset; level of theory: ωB97M-V/def2-TZVPD.

Structure (XYZ):
```
109
Properties=species:S:1:pos:R:3
C 3.82000 3.59881 1.63390
C 4.38398 2.27054 2.04768
C 3.64177 1.60790 3.12469
O 3.60000 0.28691 2.73113
C 3.94961 0.17198 1.45961
O 3.91842 -0.87063 0.83069
O 4.37417 1.31558 1.04434
H 3.71831 4.29116 2.46960
H 2.78297 3.52561 1.30633
H 4.42235 3.97636 0.80763
H 5.42092 2.45107 2.33095
H 2.66797 2.03937 3.35632
H 4.25369 1.78188 4.00979
C -2.59253 1.42969 4.71061
C -1.82609 1.97850 3.50328
C -2.45772 3.25866 3.07367
O -1.36441 4.12827 2.88503
C -0.23011 3.52138 3.34267
O 0.90665 4.03021 3.24135
O -0.54125 2.39158 3.90169
H -3.48306 1.04551 4.21315
H -2.83312 2.22629 5.41463
H -2.11445 0.54690 5.13515
H -1.80312 1.28716 2.66088
H -3.21465 3.69413 3.72599
H -2.95055 3.04686 2.12480
C -0.80276 -1.62688 1.10382
C 0.42987 -0.77909 0.73441
C 0.73645 -0.79374 -0.70964
O 0.85548 0.52375 -1.12288
C 0.51821 1.33123 -0.11008
O 0.55621 2.53977 -0.10414
O 0.10747 0.62536 0.95189
H -1.57236 -1.52559 0.33862
H -1.24438 -1.24693 2.02508
H -0.57854 -2.69234 1.15522
H 1.32295 -1.07674 1.28388
H -0.00306 -1.40915 -1.22200
H 1.67323 -1.33855 -0.82673
C 3.01827 -6.07875 1.33025
C 2.82579 -4.82656 2.17055
C 1.42225 -4.61520 2.80719
O 3.86858 -4.17406 2.40964
H 3.99110 -6.08034 0.83863
H 2.14594 -6.21076 0.69016
H 3.02563 -6.86984 2.08007
H 1.26011 -3.53798 2.84500
H 1.45013 -5.07088 3.79698
H 0.62322 -5.22177 2.38088
C -2.67146 -4.05533 -2.09491
C -2.81776 -3.14276 -3.29018
C -1.57212 -2.49393 -3.87311
O -3.86473 -2.82602 -3.79959
H -2.40825 -5.03491 -2.49396
H -3.59853 -4.17120 -1.53347
H -1.88495 -3.73112 -1.41346
H -1.82208 -1.46316 -4.12433
H -1.20603 -3.00920 -4.76112
H -0.76074 -2.50466 -3.14532
C 0.76399 5.62057 0.07846
C 1.85090 6.61140 0.34978
C 1.56527 7.30920 1.64336
O 2.78169 6.82399 -0.38062
H -0.17991 6.09755 -0.18545
H 0.66197 4.95614 0.93650
H 1.13286 5.00815 -0.74433
H 1.70763 6.54167 2.40411
H 0.54942 7.69278 1.73819
H 2.22138 8.17713 1.57759
C -2.63266 0.95804 -2.06850
C -2.58531 2.48792 -1.89981
C -2.97269 3.05441 -0.52096
O -2.16444 3.17783 -2.76685
H -2.33422 0.70333 -3.08544
H -3.67710 0.66803 -1.95381
H -2.03366 0.32918 -1.40984
H -2.10359 3.65189 -0.24566
H -3.11471 2.18615 0.12250
H -3.81062 3.73705 -0.66235
C -4.91963 -2.03159 -0.07028
C -4.37515 -1.21530 1.08072
C -4.74695 -1.65992 2.44038
O -3.72933 -0.18689 0.91413
H -5.16956 -3.03578 0.27211
H -4.39960 -2.00084 -1.02773
H -5.86110 -1.56735 -0.36386
H -4.96708 -0.80246 3.07631
H -3.80382 -2.16239 2.65514
H -5.55251 -2.39421 2.43944
C 2.32398 -3.57558 -3.15735
C 1.43523 -4.36701 -2.26633
C 0.90171 -5.75941 -2.71006
O 1.06479 -3.95670 -1.17296
H 3.17234 -4.17267 -3.49181
H 2.63893 -2.65220 -2.67127
H 1.74848 -3.25550 -4.02595
H 1.75919 -6.41309 -2.86987
H 0.33315 -5.73257 -3.63963
H 0.20897 -6.17492 -1.97825
C 2.69256 0.30936 -4.58138
C 1.23565 0.67992 -4.74509
C 0.93665 2.08190 -4.43341
O 0.44626 -0.16390 -5.09547
H 2.76762 -0.72663 -4.91181
H 2.93892 0.39323 -3.52291
H 3.30497 0.95249 -5.21339
H 1.13590 2.38202 -3.40466
H -0.10150 2.30124 -4.68288
H 1.48179 2.67000 -5.17169
```

ΔE to the lowest compared entry with this formula, charge and spin   162.8 kJ/mol
DFT total energy   -2497.23024 hartree
SMILES string   C[C@H]1COC(=O)O1.C[C@H]1COC(=O)O1.C[C@H]1COC(=O)O1.CC(C)=O.CC(C)=O.CC(C)=O.CC(C)=O.CC(C)=O.CC(C)=O.CC(C)=O
LUMO level   0.006 Ha
HOMO-LUMO gap   9.04 eV
2S+1   1

***

# 7
A structure of composition C6H10O. Source: the Open Molecules 2025 dataset; level of theory: ωB97M-V/def2-TZVPD.

Structure (XYZ):
```
17
Properties=species:S:1:pos:R:3
C 1.12148 1.68129 0.36189
C -0.14695 0.88172 0.53432
O -1.26949 1.32976 -0.25785
C -1.52752 -0.00821 -0.66488
C -0.41338 -0.52437 -1.50201
C -0.26053 -0.53836 0.00013
C 0.28400 -1.69933 0.78966
H 1.88068 1.31619 1.06407
H 1.51476 1.59956 -0.65565
H 0.93538 2.73660 0.58515
H -0.44772 0.88020 1.59343
H -2.57169 -0.29080 -0.77359
H -0.61244 -1.52177 -1.89422
H 0.13616 0.13553 -2.17036
H 1.38123 -1.61669 0.79849
H -0.04681 -1.68690 1.83447
H 0.04284 -2.67442 0.35697
```

ΔE to the lowest compared entry with this formula, charge and spin   158.7 kJ/mol
DFT total energy   -309.78192 hartree
LUMO level   0.039 Ha
HOMO-LUMO gap   10.20 eV
2S+1   1